{"formula": "C41H112N12O25", "method": "ωB97M-V/def2-TZVPD", "charge": 0, "energy_ev": -113399.1582, "e_homo_ev": -7.903, "symbols": ["C", "C", "O", "O", "H", "H", "H", "H", "H", "H", "C", "C", "O", "O", "H", "H", "H", "H", "H", "H", "C", "C", "O", "O", "H", "H", "H", "H", "H", "H", "C", "C", "O", "O", "H", "H", "H", "H", "H", "H", "C", "C", "O", "O", "H", "H", "H", "H", "H", "H", "C", "C", "O", "O", "H", "H", "H", "H", "H", "H", "C", "C", "O", "O", "H", "H", "H", "H", "H", "H", "C", "C", "O", "O", "H", "H", "H", "H", "H", "H", "C", "C", "O", "O", "H", "H", "H", "H", "H", "H", "C", "O", "N", "N", "H", "H", "H", "H", "C", "O", "N", "N", "H", "H", "H", "H", "C", "O", "N", "N", "H", "H", "H", "H", "C", "O", "N", "N", "H", "H", "H", "H", "C", "O", "N", "N", "H", "H", "H", "H", "C", "C", "C", "C", "C", "C", "N", "O", "C", "C", "C", "H", "H", "H", "H", "H", "H", "H", "H", "H", "H", "H", "H", "H", "H", "H", "H", "H", "H", "H", "C", "C", "C", "C", "C", "C", "N", "O", "C", "C", "C", "H", "H", "H", "H", "H", "H", "H", "H", "H", "H", "H", "H", "H", "H", "H", "H", "H", "H", "H"], "xyz": [[4.08463, -4.04630, -3.22232], [4.83352, -3.60018, -1.95305], [5.40684, -2.31738, -2.24670], [4.96511, -4.26855, -4.31230], [3.34966, -3.27912, -3.48271], [3.62584, -5.00865, -2.99642], [5.68215, -4.20806, -1.64721], [4.01267, -3.48985, -1.23855], [5.97270, -1.97834, -1.54936], [5.70810, -3.65803, -4.25349], [5.44750, 1.64633, -2.93912], [5.10243, 0.52155, -3.89764], [5.09215, 1.04842, -5.24157], [4.28848, 2.42071, -2.65851], [6.30245, 2.27969, -3.17534], [5.69368, 1.11877, -2.00396], [4.14432, 0.06145, -3.65542], [5.90516, -0.20928, -4.01439], [4.92515, 0.32638, -5.86280], [4.52935, 3.28363, -2.31535], [1.58405, -4.75146, -6.11875], [0.61056, -5.42381, -5.13615], [1.23773, -6.47731, -4.44567], [1.00762, -3.70261, -6.89562], [1.86621, -5.57377, -6.78327], [2.42622, -4.41371, -5.52349], [-0.37795, -5.65641, -5.54686], [0.35175, -4.58058, -4.47466], [0.74302, -6.66124, -3.64262], [0.15537, -4.05454, -7.18224], [3.41659, -4.65059, 3.52320], [2.66144, -3.50197, 2.85846], [2.91402, -3.28103, 1.47855], [4.81700, -4.31106, 3.53707], [3.27965, -5.59366, 2.98756], [3.19358, -4.71538, 4.58785], [2.89249, -2.59549, 3.42169], [1.57489, -3.64868, 2.89378], [3.22810, -2.37119, 1.36395], [5.12089, -4.50306, 2.64266], [1.50071, -0.41334, 6.40317], [2.71219, -1.03287, 7.05767], [2.29301, -2.17205, 7.83107], [1.25088, -1.00706, 5.13074], [1.61911, 0.67184, 6.26533], [0.53618, -0.57184, 6.89803], [3.12949, -0.36239, 7.80738], [3.48734, -1.16349, 6.29769], [2.06863, -2.86734, 7.20126], [0.73187, -0.44412, 4.53855], [0.44682, 3.83336, 3.74209], [1.03129, 4.61281, 4.92839], [1.04097, 3.83586, 6.10447], [1.27232, 2.73145, 3.35675], [0.30371, 4.51360, 2.89701], [-0.58116, 3.56015, 3.98341], [0.20250, 5.28686, 5.17758], [1.90640, 5.22567, 4.71085], [1.80316, 3.26177, 6.21615], [0.88696, 1.95498, 3.79480], [1.60759, 5.63016, -0.67951], [0.40537, 4.68624, -0.60245], [-0.81823, 5.40514, -0.69217], [1.99846, 6.11033, 0.59050], [1.28696, 6.49655, -1.26415], [2.39553, 5.18295, -1.29788], [0.38798, 4.21131, 0.38545], [0.43371, 3.96598, -1.41971], [-0.93085, 5.92353, 0.11019], [2.68702, 5.54387, 0.94781], [2.76091, -0.79522, -7.06905], [3.92292, -1.50730, -7.70743], [4.99649, -1.48470, -6.79139], [2.26190, -1.41281, -5.87890], [1.89454, -0.93376, -7.72972], [2.88150, 0.27721, -6.93035], [4.17237, -1.14082, -8.70460], [3.67284, -2.54445, -7.96900], [4.76742, -1.89492, -5.95055], [1.53619, -2.01706, -6.07825], [-0.36733, -5.79761, 2.91027], [-0.84946, -4.74109, 1.93592], [-1.34836, -3.60003, 2.63998], [0.15428, -6.86947, 2.15363], [-1.21867, -6.11617, 3.52595], [0.35266, -5.39662, 3.62925], [-1.59584, -5.07660, 1.20903], [-0.03042, -4.52746, 1.24355], [-2.30780, -3.54201, 2.57959], [0.29820, -7.61775, 2.73850], [-3.63819, 1.32637, -2.54743], [-4.27187, 2.22821, -3.08414], [-2.25824, 1.25420, -2.61571], [-4.15374, 0.35298, -1.75549], [-1.74818, 0.52615, -2.12698], [-1.77778, 1.80511, -3.30881], [-3.49978, -0.39152, -1.59456], [-5.13392, 0.25689, -1.57468], [-4.71213, -3.82620, 0.95298], [-4.29906, -3.20022, 1.92240], [-4.49919, -3.35279, -0.31632], [-5.59138, -4.89618, 0.98135], [-4.92938, -3.83047, -1.08448], [-3.68187, -2.75704, -0.35950], [-5.85694, -5.21437, 1.89937], [-5.39654, -5.60463, 0.29460], [-1.72364, 0.29407, 4.30996], [-0.64648, 0.92353, 4.33788], [-2.82533, 0.68522, 4.99294], [-1.88625, -0.74009, 3.45563], [-3.71714, 0.24041, 4.87262], [-2.70185, 1.16726, 5.86679], [-1.02833, -1.01395, 3.00952], [-2.80925, -1.12810, 3.39286], [3.94650, 0.30181, 2.00445], [4.34865, -0.83196, 1.67915], [3.73055, 1.25579, 1.08012], [3.66874, 0.61452, 3.29164], [3.78081, 0.93741, 0.12939], [3.56549, 2.19914, 1.38054], [3.43243, -0.03866, 4.01552], [3.29515, 1.54967, 3.39295], [0.85098, 2.44754, -5.36322], [-0.27478, 1.98126, -5.51307], [1.93586, 1.79615, -4.89657], [1.17688, 3.68231, -5.91841], [2.74342, 2.26466, -4.52284], [1.70956, 0.84426, -4.64220], [2.16032, 3.86951, -5.91364], [0.45971, 4.28597, -6.26637], [-6.48562, 4.83148, 0.05803], [-5.81155, 3.80699, 0.99128], [-4.31427, 4.19463, 1.02310], [-3.55446, 3.53934, 2.14550], [-4.18497, 3.86798, 3.53245], [-5.62795, 4.44217, 3.47575], [-6.33156, 3.82047, 2.36923], [-7.72230, 3.92650, 2.46895], [-6.31270, 4.03784, 4.79490], [-5.55251, 5.97451, 3.40863], [-6.00678, 2.39081, 0.42724], [-6.06126, 4.77101, -0.94072], [-6.30668, 5.80109, 0.52932], [-7.56898, 4.70601, 0.04825], [-3.86236, 3.89262, 0.07542], [-4.13484, 5.26889, 1.10498], [-2.48499, 3.75216, 2.19544], [-3.62373, 2.45111, 2.05187], [-3.58530, 4.46577, 4.22625], [-4.14630, 2.94057, 4.11515], [-6.56401, 2.97607, 4.82545], [-5.66509, 4.07593, 5.67661], [-7.15735, 4.71179, 4.92057], [-6.51955, 6.42329, 3.66244], [-4.81743, 6.48340, 4.03342], [-5.33316, 6.32890, 2.39954], [-5.70716, 1.58614, 1.10606], [-5.09649, 2.18203, -0.16004], [-6.85435, 2.24770, -0.23407], [-7.98264, 4.85036, 2.31186], [-1.31519, -2.14562, -3.03036], [-0.25496, -1.83183, -1.94211], [0.85300, -1.14105, -2.75454], [1.83576, -0.36699, -1.88900], [1.05517, 0.57174, -1.00216], [0.00809, -0.08106, -0.11387], [-0.88798, -0.92848, -0.96063], [-1.94871, -1.49994, -0.21885], [0.66294, -0.81268, 1.10229], [-0.82873, 1.05528, 0.46211], [0.20354, -3.15784, -1.35538], [-1.89116, -1.29378, -3.38775], [-2.03240, -2.83084, -2.55776], [-0.91358, -2.70509, -3.87542], [1.54967, -1.83684, -3.23061], [0.46523, -0.47366, -3.52531], [2.44494, 0.23498, -2.56569], [2.49878, -1.01427, -1.30501], [0.61430, 1.31464, -1.67617], [1.71813, 1.15917, -0.36580], [1.75814, -0.75042, 1.06206], [0.63483, -0.25835, 2.04525], [0.35644, -1.85603, 1.11229], [-0.44818, 1.67144, 1.27826], [-1.11236, 1.81808, -0.27184], [-1.80920, 0.66761, 0.75478], [0.62206, -3.80233, -2.13291], [-0.61859, -3.68923, -0.88145], [1.06824, -2.96216, -0.71359], [-1.48102, -2.11316, 0.38201]], "forces_ev_per_a": [[1.58, -0.16, 0.59], [-0.59, 1.08, -0.71], [-0.30, 0.38, -0.69], [-0.04, -0.07, -0.34], [-0.16, -0.03, 0.12], [-0.33, 0.08, -0.13], [-0.55, -0.78, 0.12], [0.47, -0.19, 0.68], [-0.11, -0.32, 0.28], [-0.09, 0.12, 0.14], [-0.13, -1.17, 1.32], [1.03, 0.82, -2.16], [-0.73, 0.78, 0.18], [-0.64, 0.22, -0.41], [-0.06, -0.22, -0.61], [0.28, 0.10, 0.01], [0.12, -0.08, 0.25], [-0.07, -0.31, 1.31], [0.17, -0.13, 0.04], [0.17, 0.00, -0.04], [-0.39, -1.99, -0.22], [-0.54, 2.24, 0.76], [0.06, 0.05, -0.39], [-0.27, -0.32, 0.71], [0.65, 0.26, -0.16], [0.19, 0.33, -0.38], [0.23, -0.61, -0.58], [0.04, -0.25, 0.51], [0.00, 0.00, -0.01], [0.02, 0.32, -0.21], [1.04, 0.99, -0.63], [-1.06, 0.39, 0.16], [0.54, -0.54, -0.24], [-0.15, -0.55, -0.37], [-0.25, -0.09, 0.22], [-0.62, -0.19, -0.16], [-0.01, 0.00, 0.06], [0.04, -0.16, 0.59], [0.39, -0.12, 0.23], [0.21, 0.29, 0.09], [-1.21, 0.87, -1.15], [-1.14, 0.22, 1.00], [0.82, -0.13, -0.88], [1.19, -0.86, -0.80], [0.17, -0.05, 0.15], [0.60, 0.17, 1.03], [-0.08, 0.19, -0.04], [0.00, -0.67, 0.05], [-0.05, -0.03, 0.12], [-0.16, 0.34, 0.60], [0.61, 0.57, -0.01], [-2.09, -0.02, -0.15], [0.45, -0.28, 0.58], [-0.31, 0.08, 0.18], [0.50, 0.04, -0.17], [0.16, -0.65, 0.27], [0.34, 0.55, -0.27], [0.35, -0.42, 0.09], [0.15, 0.11, -0.45], [-0.14, 0.06, -0.20], [-0.61, -0.05, -0.81], [-0.13, 0.68, 0.60], [-0.24, -0.02, -0.38], [0.36, 0.04, 0.06], [-0.06, 0.04, 0.11], [0.36, -0.12, 0.54], [0.48, -0.54, -0.25], [-0.19, -0.07, 0.10], [0.07, -0.01, 0.02], [-0.06, -0.03, 0.05], [-2.61, -0.91, -1.34], [-0.56, -0.98, 0.71], [1.36, 0.52, -0.31], [1.18, 0.46, 1.13], [0.32, 0.59, -0.63], [0.37, -0.06, 0.32], [0.51, 0.84, 0.45], [-0.30, -0.09, 0.51], [-0.52, -0.31, -0.24], [0.18, -0.03, -0.40], [-0.93, -0.14, 0.31], [-0.20, 0.22, -0.35], [0.87, 0.12, -0.36], [0.14, -0.13, -0.10], [-0.07, -0.10, -0.10], [0.19, 0.24, -0.29], [-0.34, -0.60, 0.48], [0.39, 0.71, 0.44], [-0.27, -0.24, -0.17], [0.06, -0.01, -0.03], [0.73, 1.50, -0.54], [-0.06, -0.63, 0.29], [-0.34, 0.02, -0.17], [0.36, -0.50, 0.12], [-0.04, 0.12, -0.08], [-0.17, 0.00, -0.10], [-0.47, -0.41, 0.50], [-0.02, 0.03, -0.17], [-0.98, 1.02, -0.71], [0.28, -0.72, 0.36], [0.50, -0.43, 1.10], [0.49, 0.23, 0.36], [0.31, 0.20, -0.36], [-0.19, 0.11, -0.75], [0.16, -0.12, -0.03], [-0.25, -0.19, 0.08], [0.56, 0.53, -1.34], [-0.37, -0.59, 0.73], [-0.25, 0.29, 0.69], [-0.05, 1.02, 1.08], [0.08, -0.24, -0.03], [0.14, 0.24, -0.19], [-0.51, -0.64, -0.55], [0.34, -0.77, -0.54], [0.41, -2.59, 0.30], [-0.57, 0.71, -0.08], [0.24, 0.25, 0.28], [-0.11, 1.80, -0.11], [0.20, 0.49, -0.15], [-0.28, 0.08, -0.51], [0.16, -0.51, -0.27], [-0.27, -0.22, 0.48], [-0.79, 1.38, -2.27], [0.48, -0.22, 0.90], [-0.54, -0.97, 0.52], [0.24, -1.07, 1.12], [0.13, -0.18, 0.09], [0.55, 0.04, 0.16], [-0.08, 0.78, -0.38], [0.09, 0.10, -0.04], [-0.19, 0.03, 1.16], [-0.20, 0.16, -0.09], [0.66, -0.20, -0.15], [-0.28, -0.53, 1.45], [0.12, -0.75, 0.10], [1.30, -0.19, 0.94], [0.33, -0.33, 0.37], [-0.28, 0.15, -0.14], [0.17, -0.09, 0.05], [-0.61, 0.84, -0.59], [2.63, -0.32, -0.60], [-0.05, 0.10, -0.03], [0.07, 0.26, -0.50], [0.03, -0.24, -0.32], [-0.16, 0.08, -0.10], [-0.44, 0.09, -0.13], [-0.01, 0.24, -0.43], [0.07, 0.00, -0.22], [0.11, 0.69, -0.64], [-0.63, -0.23, -0.26], [-0.58, 0.13, -0.59], [0.29, 0.82, -0.23], [-0.30, -0.48, 0.43], [-0.03, -0.05, 0.02], [0.06, -0.49, 0.33], [0.03, -0.15, -0.02], [-1.45, 0.11, 0.75], [-0.44, 0.61, -0.94], [-0.29, -0.22, 0.45], [0.16, -0.05, -0.08], [-0.91, -0.96, 0.99], [-1.01, -0.59, -1.94], [1.47, 0.22, 1.07], [-0.23, 0.51, 0.21], [0.49, 0.42, -0.40], [-0.11, 0.73, 1.07], [0.91, 1.58, -0.53], [1.11, -0.73, 0.05], [1.11, 0.35, -0.69], [-1.82, 0.86, -0.40], [1.08, 0.38, -0.15], [0.34, 0.22, -0.02], [-0.20, 0.05, -0.19], [0.31, 0.20, 0.01], [-0.89, -0.60, -0.42], [-0.35, -0.07, 0.09], [0.25, -0.05, 0.24], [-0.03, -0.15, -0.09], [-0.43, -0.09, 0.12], [-0.12, -0.07, 0.18], [-0.03, -0.70, -0.86], [-1.27, -0.22, 0.09], [0.18, -0.06, 0.73], [0.60, -0.67, 0.23], [0.24, -0.28, -0.40], [0.16, -0.06, 0.41], [-0.30, 0.01, -0.19], [0.13, -0.04, 0.30], [-0.30, -0.33, 0.52], [-0.57, 0.00, 0.25]]}